Run w
C2H5FN2 | wB97M-V/def2-TZVPD

As for the HOMO energy: -8.9 eV. As for the SMILES: N/N=C\CF.

Cartesian coordinates (Å):
F -0.929 0.311 -1.363
N 1.279 1.344 0.221
N 1.225 0.021 0.667
C 0.183 -0.724 0.458
C -1.244 -0.460 -0.279
H 0.576 -1.863 0.718
H 0.311 1.685 -0.308
H 2.281 1.322 -0.021
H -2.023 -0.053 0.365
H -1.659 -1.583 -0.457

Results of the natural (NBO) charge analysis, in e, for atoms 1 through 8: -0.352, -0.699, -0.235, -0.058, -0.011, 0.197, 0.387, 0.407



Run x
C2H5FN2 | wB97M-V/def2-TZVPD

As for the HOMO energy: -9.7 eV. As for the SMILES: [H]/N=C(/N)CF.

Cartesian coordinates (Å):
F 1.983 0.155 -0.202
N -1.486 -0.247 -0.272
N -0.038 1.632 -0.067
C -0.301 0.372 -0.191
C 0.820 -0.510 0.050
H -2.265 0.413 0.310
H -1.426 -1.201 0.128
H 0.973 -1.335 -0.770
H 0.967 1.593 0.029
H 0.772 -0.873 0.985

Results of the natural (NBO) charge analysis, in e, for atoms 1 through 8: -0.354, -0.792, -0.671, 0.352, -0.019, 0.404, 0.378, 0.178



Stability verdict: run x, ahead by 0.0690 hartree